# 1
Formula: C5H14O
Source: the Open Molecules 2025 dataset
Level of theory: ωB97M-V with the def2-TZVPD basis set

Geometry as XYZ:
```
20
Properties=species:S:1:pos:R:3:forces:R:3:lowdin_spin:R:1
C 1.714 -0.388 -1.526 0.3 0.0 -0.3 0.0082
C 1.895 -1.370 -2.692 0.6 1.2 -0.3 0.0026
H 1.123 -0.883 -0.778 -0.5 -0.2 0.5 -0.0003
H 2.654 -0.140 -1.034 0.1 0.1 -0.2 0.0004
H 1.245 0.560 -1.834 0.0 -0.3 0.0 0.0057
H 2.226 -0.818 -3.578 -0.2 -0.1 0.0 0.0000
H 0.982 -1.887 -2.924 -0.3 -0.3 -0.1 0.0000
H 2.705 -2.056 -2.493 0.0 -0.4 0.2 0.0011
C -0.842 0.514 0.874 -0.6 -1.0 1.0 0.1878
C -2.275 0.794 0.511 -0.4 0.9 -0.9 0.0482
C -0.116 1.267 1.972 0.8 0.5 -0.2 0.0489
O -0.710 -0.848 1.072 0.2 0.1 -0.4 0.5250
H -0.269 0.588 -0.122 0.3 0.2 -0.1 0.1362
H -2.950 0.601 1.340 0.1 -0.2 0.2 0.0149
H -0.544 1.014 2.937 -0.3 0.0 0.1 0.0094
H 0.938 0.981 2.007 0.0 -0.1 -0.1 0.0029
H -0.113 2.349 1.831 -0.3 -0.2 -0.1 0.0011
H 0.149 -1.061 1.500 -0.1 0.0 0.1 0.0052
H -2.589 0.229 -0.370 0.0 -0.3 0.2 0.0031
H -2.401 1.838 0.210 0.2 0.0 0.2 -0.0005
```
Positions in Å, forces in eV/Å.

Calculated values
**Relative energy (zero: lowest compared OMol25 entry of this formula, charge and spin)**: 0.0222 eV
**Electronic energy**: -7449.30134 eV
**LUMO level (alpha / beta)**: -3.40 / -9.66 eV
**Charge**: +1
**Multiplicity**: 2
**HOMO energy (alpha / beta)**: -15.4 / -15.4 eV

***

# 2
Formula: CH3N4Si
Source: the Open Molecules 2025 dataset
Level of theory: ωB97M-V with the def2-TZVPD basis set

Geometry as XYZ:
```
9
Properties=species:S:1:pos:R:3:forces:R:3:mulliken_charge:R:1
C 0.134 -0.268 -0.033 -0.5 -2.6 -2.7 0.4057
N 0.968 -2.199 0.409 0.4 -1.1 -0.5 -0.5007
N 0.743 -0.996 0.850 0.2 0.6 1.1 -0.2705
N -0.065 -1.261 -1.286 0.3 3.3 2.8 -0.2470
N 0.500 -2.302 -0.850 0.0 -0.6 0.2 -0.2585
Si -0.445 1.436 0.241 0.8 -0.7 -1.8 0.2514
H -1.040 1.519 -1.132 -0.1 1.0 0.2 -0.1073
H 0.645 2.410 0.565 -0.2 0.0 -0.3 -0.1252
H -1.440 1.661 1.237 -0.9 0.1 0.8 -0.1478
```
Positions in Å, forces in eV/Å.

Calculated values
**Relative energy (zero: lowest compared OMol25 entry of this formula, charge and spin)**: 1.1458 eV
**Electronic energy**: -14922.55753 eV
**LUMO level**: 3.86 eV
**Charge**: -1
**HOMO energy**: -4.2 eV

***

# 3
Formula: CH3CsNO2S
Source: the Open Molecules 2025 dataset
Level of theory: ωB97M-V with the def2-TZVPD basis set

Geometry as XYZ:
```
9
Properties=species:S:1:pos:R:3:forces:R:3:mulliken_charge:R:1
N -1.060 1.126 0.959 1.4 -2.4 -1.5 -0.4194
C 0.311 0.898 0.511 1.1 5.3 -2.2 0.4039
O 0.881 1.846 -0.082 -1.9 -4.0 2.4 -0.4320
O 1.044 -0.336 0.647 -2.5 0.6 -0.9 -0.2027
S 0.638 -1.211 -0.785 -2.6 4.5 1.1 -0.2637
H -1.557 0.254 1.196 0.4 0.5 0.3 0.2858
H -1.550 1.497 0.120 0.5 0.3 1.0 0.3189
H -0.512 -0.607 -1.327 1.0 -0.2 0.8 0.2718
Cs 1.806 -3.468 -1.238 2.5 -4.6 -0.9 1.0374
```
Positions in Å, forces in eV/Å.

Calculated values
**Electronic energy**: -18045.15556 eV
**LUMO level**: -4.63 eV
**Charge**: +1
**HOMO energy**: -14.0 eV

***

# 4
Formula: C9H13INO2
Source: the Open Molecules 2025 dataset
Level of theory: ωB97M-V with the def2-TZVPD basis set

Geometry as XYZ:
```
26
Properties=species:S:1:pos:R:3:forces:R:3:mulliken_charge:R:1
C -2.111 2.617 1.524 -0.8 1.4 0.3 -0.1686
C -2.763 1.438 1.174 -1.4 -0.1 1.3 -0.4169
C -1.089 3.169 0.666 -1.1 -2.8 0.6 -0.7026
C -2.310 0.659 0.175 -0.9 -1.4 1.2 0.0466
C -0.629 2.295 -0.294 -2.2 -0.2 1.8 -0.0408
C 0.447 0.317 -2.189 0.1 -0.6 -1.9 -0.6228
C 2.371 -3.028 0.836 -0.6 -2.2 0.8 -0.1624
C -0.835 0.235 -1.429 2.7 -1.7 -2.8 0.2899
C 2.220 -1.664 0.405 -0.1 1.3 0.9 -0.7672
N -1.229 1.045 -0.472 1.3 1.9 -1.0 0.1633
O 1.159 -0.946 -2.135 -3.3 -1.3 -1.6 -0.4569
O 1.916 -3.268 2.193 0.2 0.5 -0.8 -0.5175
I 1.438 -0.401 1.773 -0.5 0.9 0.5 0.0483
H -2.578 3.063 2.444 1.1 0.2 -1.2 0.3698
H -3.663 1.077 1.726 1.0 0.5 -0.3 0.3463
H -0.587 4.103 0.740 0.0 0.6 0.5 0.4327
H -2.588 -0.386 -0.030 -0.4 0.9 0.1 0.3062
H 0.172 2.534 -0.889 1.5 0.3 -1.4 0.3768
H 0.344 0.490 -3.323 -0.4 0.5 1.7 0.2991
H 1.053 1.074 -1.752 1.0 0.4 0.0 0.2501
H 3.332 -3.471 0.659 1.1 0.2 0.2 0.3194
H 1.774 -3.706 0.236 -0.7 -0.1 -0.6 0.1952
H -1.250 -0.735 -1.598 -1.1 -0.2 0.6 0.1758
H 2.359 -1.143 -0.512 0.5 -0.7 -0.5 0.5970
H 0.492 -1.601 -2.631 2.6 1.7 1.5 0.3306
H 2.556 -3.766 2.704 0.2 0.0 -0.2 0.3087
```
Positions in Å, forces in eV/Å.

Calculated values
**Relative energy (zero: lowest compared OMol25 entry of this formula, charge and spin)**: 4.3063 eV
**Electronic energy**: -23217.49929 eV
**LUMO level (alpha / beta)**: -4.21 / -5.52 eV
**Charge**: +1
**HOMO energy (alpha / beta)**: -12.0 / -10.1 eV